[1]
11
Properties=species:S:1:pos:R:3 method="wB97M-V/def2-TZVPD" smiles=C#Cc1ccn[nH]1 e_tot_ha=-302.337043 multiplicity=1 orbital_gap_ev=9.67 relative_energy_kcal_mol=57.27
C 2.792 0.318 -0.086
C 1.634 0.291 0.254
C 0.244 0.099 0.317
C -0.467 -1.027 -0.048
C -1.796 -0.580 -0.102
N -1.902 0.711 0.198
N -0.654 1.104 0.439
H 3.325 0.160 -0.986
H -0.048 -1.996 -0.284
H -2.681 -1.148 -0.352
H -0.446 2.067 0.651

---

[2]
11
Properties=species:S:1:pos:R:3 method="wB97M-V/def2-TZVPD" smiles="C=C=C1N[C@H]1C#N" e_tot_ha=-302.284412 multiplicity=1 orbital_gap_ev=10.16 relative_energy_kcal_mol=90.29
C -1.922 1.579 0.129
C -0.761 1.067 0.448
C 0.205 0.305 0.061
N 1.303 0.219 -0.797
C 0.640 -1.033 -0.311
C 1.291 -1.894 0.646
N 1.800 -2.606 1.402
H -2.559 2.239 0.694
H -2.239 1.261 -0.861
H 2.191 0.408 -0.339
H 0.051 -1.546 -1.072

---

[3]
11
Properties=species:S:1:pos:R:3 method="wB97M-V/def2-TZVPD" e_tot_ha=-302.284689 multiplicity=1 orbital_gap_ev=10.50 relative_energy_kcal_mol=90.12
C 2.568 -0.418 -0.855
C 1.489 -0.039 -0.474
C 0.198 0.415 0.001
C -0.896 -0.606 0.016
C -2.105 -0.345 0.770
N -2.269 -0.143 -0.452
N -0.046 1.599 0.407
H 3.525 -0.752 -1.193
H -0.613 -1.621 -0.257
H -2.635 -0.276 1.712
H 0.785 2.185 0.324

---

[4]
11
Properties=species:S:1:pos:R:3 method="wB97M-V/def2-TZVPD" smiles=C#Cc1ccn[nH]1 e_tot_ha=-302.361555 multiplicity=1 orbital_gap_ev=10.07 relative_energy_kcal_mol=41.89
C 2.833 -0.251 -0.019
C 1.636 -0.118 -0.016
C 0.218 0.012 -0.007
C -0.782 -0.881 -0.340
C -1.977 -0.178 -0.099
N -1.747 1.052 0.344
N -0.418 1.148 0.391
H 3.894 -0.381 -0.020
H -0.648 -1.890 -0.702
H -2.996 -0.519 -0.227
H 0.011 2.004 0.705

---

[5]
11
Properties=species:S:1:pos:R:3 method="wB97M-V/def2-TZVPD" smiles=C#Cc1cc[nH]n1 e_tot_ha=-302.349218 multiplicity=1 orbital_gap_ev=10.20 relative_energy_kcal_mol=49.63
C -1.267 -0.913 2.549
C -0.709 -0.617 1.526
C -0.112 -0.250 0.282
C 0.836 0.772 -0.001
C 0.953 0.764 -1.363
N 0.143 -0.247 -1.817
N -0.523 -0.846 -0.818
H -1.768 -1.186 3.450
H 1.330 1.407 0.719
H 1.583 1.352 -2.017
H -0.490 -0.226 -2.593

---

[6]
12
Properties=species:S:1:pos:R:3 method="wB97M-V/def2-TZVPD" e_tot_ha=-377.437845 multiplicity=1 orbital_gap_ev=8.13 relative_energy_kcal_mol=141.95
C -0.355 0.932 -0.200
C -0.644 -1.283 -0.031
C 0.377 -0.317 -0.337
C 1.738 -0.283 -0.182
C 2.975 0.009 0.057
H -0.769 2.802 0.570
H -2.849 -1.186 0.431
H -0.735 -2.383 0.004
H 3.936 -0.415 0.016
N -0.094 2.127 -0.105
N -1.914 -0.693 -0.075
O -1.666 0.691 -0.147

---

[7]
12
Properties=species:S:1:pos:R:3 method="wB97M-V/def2-TZVPD" smiles="C#C[C@]1(O)C=CN=N1" e_tot_ha=-377.489389 multiplicity=1 orbital_gap_ev=8.76 relative_energy_kcal_mol=109.60
C -1.058 -1.764 1.043
C -1.054 -0.686 0.496
C 0.749 0.875 -0.277
C 1.002 1.824 0.629
C -0.976 0.595 -0.116
N -0.110 2.084 1.416
N -1.127 1.606 0.962
O -1.729 0.505 -1.247
H -0.675 -2.654 1.522
H 1.343 0.233 -0.896
H 1.932 2.272 0.919
H -1.748 1.391 -1.708

---

[8]
12
Properties=species:S:1:pos:R:3 method="wB97M-V/def2-TZVPD" smiles="N=C=C=O.C=CC#N" e_tot_ha=-377.517952 multiplicity=1 orbital_gap_ev="7.11 / 7.11" relative_energy_kcal_mol=91.68
C 2.132 -1.076 0.342
C -1.388 -0.622 -0.323
C 1.747 -0.722 1.534
C -1.147 1.797 -0.441
C -1.659 0.724 0.171
N 2.576 -1.100 -0.832
N -1.234 -1.706 -0.675
O 1.109 -0.529 2.524
H -0.638 1.557 -1.425
H 2.376 -1.885 -1.506
H -1.461 2.773 -0.305
H -2.412 0.788 0.937

---

[9]
13
Properties=species:S:1:pos:R:3 method="wB97M-V/def2-TZVPD" e_tot_ha=-775.774776 multiplicity=1 orbital_gap_ev="6.97 / 6.97" relative_energy_kcal_mol=36.43
C -0.863 -1.471 -0.471
C -1.748 -0.496 -0.732
C 0.399 -0.971 0.048
C 0.311 0.450 0.235
C 1.505 1.225 0.490
N 2.491 0.837 -0.544
N 2.876 -0.138 -0.976
O 1.461 -1.587 0.240
S -1.152 1.103 -0.413
H -1.054 -2.520 -0.613
H -2.745 -0.585 -1.116
H 1.372 2.306 0.460
H 2.018 0.920 1.412